Formula: C35H52N3O2S3SiZr
Source: the OMol25 dataset
Level of theory: wB97M-V/def2-TZVPD

The geometry in XYZ format:
```
97
Properties=species:S:1:pos:R:3:forces:R:3
Zr 0.40406 -0.06693 0.06172 -1.08 -0.41 -0.21
O -1.58607 0.19210 -0.05721 0.31 -0.28 -0.14
S -3.02788 -0.04948 0.50563 -0.30 -0.52 0.44
C -2.74351 -0.21511 2.33071 -0.19 0.00 0.04
C -3.00825 -1.57091 2.98514 0.28 -0.10 -0.17
C -1.85177 -2.58487 2.90301 -0.14 0.11 0.01
C -0.71738 -2.30563 3.89559 -0.02 0.31 -0.11
S 0.81201 -1.65079 3.12824 -0.09 -0.84 0.27
O 0.28474 -0.91653 1.85979 0.11 -0.31 0.30
C 1.50140 -3.15047 2.42586 -0.01 0.23 -0.19
C 1.51261 -3.30273 1.04917 -0.04 0.17 0.08
C 2.09751 -4.42738 0.49186 0.00 -0.02 -0.01
C 2.67060 -5.38442 1.31834 -0.04 0.04 -0.04
C 2.66132 -5.21563 2.69741 0.03 -0.05 0.02
C 2.08253 -4.09114 3.26454 -0.03 0.12 0.18
C -3.45719 -1.71220 -0.01894 0.12 0.20 -0.19
C -4.79706 -2.07527 0.04644 -0.06 0.30 0.09
C -5.16821 -3.34125 -0.37970 -0.07 -0.04 0.04
C -4.21608 -4.21852 -0.87954 0.05 -0.02 -0.04
C -2.88333 -3.83421 -0.95980 -0.04 -0.02 0.00
C -2.50105 -2.57357 -0.53352 -0.02 0.12 0.12
H -3.39116 0.55282 2.75516 -0.02 0.02 -0.08
H -1.71213 0.11119 2.45393 0.00 0.13 -0.01
H -3.90401 -2.02204 2.56138 -0.04 -0.01 0.02
H -3.24068 -1.38022 4.03488 -0.04 0.05 -0.01
H -1.45776 -2.62791 1.88900 -0.01 -0.13 -0.09
H -2.25328 -3.57515 3.11534 0.04 -0.01 0.02
H -0.38345 -3.20696 4.41043 0.10 0.03 0.02
H -1.00045 -1.57224 4.65255 0.08 0.02 0.02
H 1.05675 -2.55189 0.40652 0.07 -0.42 0.03
H 2.10035 -4.54450 -0.58297 0.02 -0.01 0.00
H 3.13157 -6.26068 0.88340 0.01 -0.01 0.03
H 3.11848 -5.95744 3.33800 -0.01 0.01 0.00
H 2.09916 -3.95430 4.33997 0.02 -0.02 0.00
H -5.54267 -1.38181 0.41934 -0.04 -0.02 -0.03
H -6.20732 -3.63701 -0.32901 0.00 0.01 0.00
H -4.51367 -5.20001 -1.22362 -0.02 0.00 0.03
H -2.13814 -4.51281 -1.35520 -0.01 0.02 0.00
H -1.47296 -2.26502 -0.62604 0.21 -0.06 -0.04
N 1.01779 0.79770 -1.83783 0.41 0.97 -0.58
C 1.41753 1.34501 -2.77523 -0.18 -0.23 0.35
C 1.88465 2.01788 -3.91053 0.19 0.37 -0.64
C 1.06871 2.08352 -5.05402 -0.01 -0.10 0.21
C 1.50573 2.78144 -6.15855 -0.02 0.00 -0.08
C 2.74561 3.41374 -6.13994 -0.04 -0.06 0.07
C 3.55506 3.34705 -5.01086 0.06 0.04 -0.08
C 3.13798 2.65258 -3.89507 -0.06 -0.12 0.19
H 0.10451 1.59319 -5.05510 -0.02 0.01 -0.02
H 0.87895 2.83432 -7.03804 0.02 0.02 -0.01
H 3.08238 3.95820 -7.01183 0.00 0.01 0.01
H 4.51783 3.83908 -5.00382 0.00 -0.01 -0.01
H 3.77156 2.59273 -3.02048 -0.02 0.02 0.00
C 0.85458 1.92237 3.39589 -0.21 -0.31 -0.40
Si 1.11339 2.09249 1.51534 0.32 0.73 -0.02
C 0.18639 3.68192 0.89509 0.28 -0.28 0.00
C -1.26581 3.55221 1.38376 0.24 0.03 0.13
C 0.16272 3.77824 -0.63471 0.03 0.04 0.15
C 0.78673 4.96370 1.47965 0.08 -0.13 0.10
C 3.02638 1.78928 1.21471 -0.30 0.24 -0.10
C 3.88657 2.26837 2.38881 -0.08 -0.02 -0.01
C 3.51317 2.50398 -0.05247 -0.04 0.00 0.14
C 3.24517 0.26770 1.06158 -0.15 0.61 0.45
H 1.09505 2.85640 3.90680 0.04 0.04 -0.07
H 1.50598 1.15165 3.81318 -0.01 0.01 0.03
H -0.17750 1.67134 3.65486 0.00 0.04 0.02
H -1.72318 2.62725 1.02336 -0.11 -0.04 -0.02
H -1.85728 4.38847 1.00370 -0.03 -0.01 0.00
H -1.32132 3.57571 2.47399 -0.07 -0.02 -0.02
H -0.35833 2.92242 -1.07074 -0.02 0.00 -0.09
H 1.16416 3.84706 -1.06532 -0.02 -0.04 -0.02
H -0.38304 4.67765 -0.93236 0.00 0.00 -0.02
H 0.78363 4.94000 2.57105 0.04 0.07 0.00
H 0.19047 5.82561 1.16905 0.02 0.02 0.00
H 1.81188 5.12851 1.14307 0.00 0.03 0.00
H 3.75862 3.33934 2.55146 0.03 0.01 0.03
H 4.94378 2.09234 2.16921 0.01 0.01 0.03
H 3.65010 1.75129 3.31926 0.00 0.04 0.01
H 3.31932 3.57614 0.00729 0.02 -0.01 -0.05
H 3.02829 2.11616 -0.94710 0.01 0.05 -0.02
H 4.59353 2.37467 -0.16599 0.00 -0.04 -0.03
H 3.06162 -0.25151 2.00596 -0.04 -0.09 -0.07
H 4.27833 0.06682 0.76928 -0.10 -0.23 -0.21
H 2.59629 -0.19095 0.27636 0.56 -0.20 -0.23
C -1.87175 -1.15485 -4.99553 -0.08 0.02 -0.06
N -1.11355 -1.39072 -3.76706 -0.04 -0.18 -0.23
C -0.16972 -2.30564 -3.52741 -0.27 0.42 0.10
S 0.78904 -2.17160 -2.10215 0.30 -0.33 0.58
N 0.07916 -3.32825 -4.32558 0.09 -0.11 -0.17
C -0.68518 -3.88487 -5.44469 -0.06 -0.03 -0.14
H -2.10457 -0.09429 -5.05727 0.03 0.02 0.04
H -2.81204 -1.70586 -5.00664 0.02 0.01 -0.02
H -1.27965 -1.42343 -5.86620 -0.01 0.08 0.03
H -1.27373 -0.75331 -3.01032 0.01 0.09 0.10
H 0.90312 -3.85395 -4.07914 0.04 0.02 0.11
H -1.71175 -3.53780 -5.43197 0.05 -0.12 0.04
H -0.68682 -4.96803 -5.34640 0.00 0.01 0.04
H -0.22322 -3.63252 -6.39879 -0.03 0.05 0.02
```
Forces are in eV/Å.

Summary:
total charge = +3
HOMO level = -15.33 eV
relative energy (zero: lowest compared OMol25 entry of this formula, charge and spin) = 45.0 kcal/mol
spin multiplicity = 1
electronic energy = -3209.8789 Eh
LUMO energy = -8.375 eV

Atom charges from the Löwdin analysis, given in e for atoms 1 to 6: atom 1 (Zr): 1.457, atom 2 (O): -0.704, atom 3 (S): 1.171, atom 4 (C): -0.259, atom 5 (C): -0.187, atom 6 (C): -0.190